Below is 4 unconnected molecules or ions with the total composition C3H13NO3 in a non-equilibrium geometry, with properties calculated with the ωB97M-V functional and the def2-TZVPD basis.

Calculated values
Charge: +1
Spin multiplicity: 2
LUMO energy (spin up / spin down) in eV: -5.557 / -9.319
Kohn-Sham gap (spin up / spin down) in eV: 8.25 / 4.48
Total energy in eV: -10943.8094
HOMO (spin up / spin down) in eV: -13.802 / -13.802
Energy relative to the best compared isomer or geometry (same formula, charge and spin) in kJ/mol: 288.83
Expectation value of S²: 0.760
F_max in eV Å⁻¹: 3.5

The geometry in XYZ format:
```
20
C3H13NO3 the ωB97M-V functional and the def2-TZVPD basis
C -1.4293 1.9445 -0.8272
C -1.9011 0.6236 -1.4545
C -1.1679 -1.6113 -0.8518
N -1.5911 -0.4860 -0.5608
H -2.2533 2.6494 -0.7588
H -1.0639 1.8303 0.1952
H -0.6163 2.4981 -1.2987
H -1.4872 0.4574 -2.4568
H -2.9644 0.6902 -1.6935
H -1.1850 -2.0843 -1.8332
H -0.8313 -2.2218 -0.0030
H 2.7966 -0.6070 -1.1475
H 3.2530 0.1027 0.0633
O 3.4578 0.0388 -0.8787
H -0.3559 0.0510 2.0767
H 0.6541 0.8039 2.8329
O 0.0992 0.0138 2.9266
H 1.9824 -0.9814 2.3395
H 2.2835 -2.3187 1.8015
O 2.3202 -1.3933 1.5286
```

Below is a gas-phase ion, C8H16NO (charge +1) in a non-equilibrium geometry, with properties calculated with the ωB97M-V functional and the def2-TZVPD basis.

Calculated values
Charge: +1
LUMO energy (spin up / spin down) in eV: -3.098 / -3.553
Kohn-Sham gap (spin up / spin down) in eV: 8.96 / 8.11
Total energy in eV: -12081.4696
HOMO (spin up / spin down) in eV: -12.058 / -11.659
Energy relative to the best compared isomer or geometry (same formula, charge and spin) in kJ/mol: 522.81
F_max in eV Å⁻¹: 5.0

The geometry in XYZ format:
```
26
C8H16NO the ωB97M-V functional and the def2-TZVPD basis
C 0.8991 0.1335 -0.0419
C 1.2067 -1.0542 0.4134
C -0.4934 0.5748 0.0986
C -1.2170 -0.7353 0.1099
C 1.8975 1.2081 -0.3305
C 2.3801 -1.8145 0.4307
C -1.0724 1.6225 -0.9691
C -1.5885 -1.4482 -1.1656
N -0.6804 1.1613 1.6167
O -2.1446 -0.8989 1.1663
H 2.0507 1.7507 0.5676
H 1.7131 1.7870 -1.1779
H 2.7050 0.6915 -0.6193
H 2.1770 -2.8831 0.8974
H 3.0773 -1.3684 1.2201
H 2.9017 -1.8543 -0.4940
H -0.5888 2.6305 -0.8165
H -2.1962 1.6059 -1.0101
H -0.7299 1.3842 -1.9439
H -1.5219 -2.5532 -0.7850
H -0.9841 -1.3897 -2.0991
H -2.6309 -1.2149 -1.3770
H -0.8681 2.0980 1.5492
H 0.2372 1.0210 2.1758
H -1.5579 0.6133 1.8578
H -2.9714 -1.0676 0.7264
```

Below is a molecular structure, C23H22AuBrCl2N5O5S in a non-equilibrium geometry, with properties calculated with the ωB97M-V functional and the def2-TZVPD basis.

Calculated values
Charge: +1
Spin multiplicity: 3
LUMO energy (spin up / spin down) in eV: -3.566 / -6.874
Kohn-Sham gap (spin up / spin down) in eV: 6.60 / 3.29
Total energy in eV: -151501.4144
HOMO (spin up / spin down) in eV: -10.167 / -10.166
Energy relative to the best compared isomer or geometry (same formula, charge and spin) in kJ/mol: 174.36
Expectation value of S²: 2.032
F_max in eV Å⁻¹: 4.3

The geometry in XYZ format:
```
60
C23H22AuBrCl2N5O5S the ωB97M-V functional and the def2-TZVPD basis
Au -0.4327 -11.0885 -13.7032
Cl -5.9769 -15.1281 -15.4665
C -4.6758 -14.1020 -15.5217
C -3.6617 -14.3633 -16.4227
C -2.4922 -13.6141 -16.4232
Cl -1.4312 -13.8867 -17.7223
C -2.2523 -12.5718 -15.3947
O -1.2481 -11.8096 -15.4789
C -3.2890 -12.3869 -14.4442
C -3.2533 -11.3341 -13.3414
O -4.1005 -10.4330 -13.1444
C -4.4812 -13.1080 -14.5280
H -3.8264 -15.0875 -17.2348
H -2.4836 -11.4416 -12.4873
H -5.3299 -12.8738 -13.9091
C 2.9086 -11.6885 -23.4449
N 3.4019 -11.3337 -22.1102
C 4.7591 -11.4568 -21.8102
C 4.7677 -11.1225 -20.2773
N 3.3555 -10.9598 -19.9249
C 2.5857 -11.0341 -21.0343
S 0.9087 -10.8537 -21.2405
H 3.3475 -10.9915 -24.1503
H 1.7966 -11.7071 -23.3850
H 3.3452 -12.6394 -23.7232
H 5.4347 -10.7864 -22.3641
H 5.0984 -12.5067 -21.9297
H 5.3162 -10.2424 -19.9954
H 5.1616 -11.9827 -19.6703
H 2.9187 -10.6546 -19.0484
Br 2.9713 -6.6100 -9.9247
C 1.7418 -7.8996 -9.2300
C 1.5121 -8.0242 -7.8638
C 0.4863 -8.9075 -7.4579
C -0.2156 -9.7304 -8.3523
C 0.1026 -9.6560 -9.7057
C 1.1014 -8.7663 -10.1220
C -0.6021 -10.4942 -10.7829
O -1.3274 -11.4605 -10.5783
O -0.1634 -10.0451 -11.9694
H 1.9537 -7.4824 -7.0696
H 0.2213 -8.9360 -6.4273
H -1.0054 -10.3888 -8.0004
H 1.4088 -8.8066 -11.1722
C 4.4438 -8.4728 -14.4021
N 3.5784 -9.5439 -14.8196
C 4.2050 -10.4529 -15.6701
C 3.5128 -11.5203 -16.0592
C 2.1266 -11.5553 -15.7434
N 1.5703 -10.7656 -14.7896
C 2.2549 -9.6674 -14.3838
O 1.7291 -8.7771 -13.7094
N 1.3061 -12.5385 -16.2135
H 4.2793 -7.5424 -14.9858
H 5.5008 -8.7098 -14.4878
H 4.2116 -8.2219 -13.3370
H 5.2513 -10.2803 -15.8498
H 3.8629 -12.4632 -16.5417
H 1.6463 -13.1100 -17.0106
H 0.3065 -12.3570 -16.1479
```

Below is 2 unconnected molecules or ions with the total composition C6H14N2O4S in a non-equilibrium geometry, with properties calculated with the ωB97M-V functional and the def2-TZVPD basis.

Calculated values
Charge: 0
LUMO energy in eV: 0.342
Kohn-Sham gap in eV: 8.16
SMILES: CN(C)C=[S@](=O)(O)CCN.O=C=O
Total energy in eV: -28450.1482
HOMO in eV: -7.821
Energy relative to the best compared isomer or geometry (same formula, charge and spin) in kJ/mol: 490.66
F_max in eV Å⁻¹: 3.6

The geometry in XYZ format:
```
27
C6H14N2O4S the ωB97M-V functional and the def2-TZVPD basis
C -0.6297 2.9785 -1.0586
N -0.0707 2.1157 0.0029
C 1.0499 2.7850 0.7443
C -0.2295 0.8499 0.1495
S 1.0798 -0.4872 -0.7611
O 2.1726 0.4623 -0.8039
O 1.4538 -1.5684 -1.9847
C 1.3953 -1.6959 0.6685
C 0.8982 -3.1414 0.3562
N -0.5250 -3.0181 0.0491
H 0.1937 3.2688 -1.7370
H -1.0873 2.3441 -1.7754
H -1.0916 3.8208 -0.5986
H 1.9681 2.9259 0.0171
H 0.6075 3.7159 0.9178
H 1.1959 2.2170 1.7153
H -1.2391 0.6285 -0.3733
H 2.3019 -1.5576 -2.4451
H 2.4416 -1.3803 0.8115
H 0.7012 -1.2678 1.5086
H 1.5146 -3.6793 -0.3683
H 0.8436 -3.5982 1.4179
H -1.1139 -2.8305 0.8449
H -0.8334 -2.7285 -0.8821
O -4.8270 0.4990 1.7477
C -4.3260 -0.3878 1.2001
O -3.8446 -1.2707 0.6368
```